# 1
Below is an isolated molecule of C25H29N3O4S, with properties calculated with ωB97M-V/def2-TZVPD.

```
62
Properties=species:S:1:pos:R:3:forces:R:3
C -2.637 2.043 1.985 0.289 -0.067 -0.022
C -1.268 1.688 1.417 -0.531 -0.191 -0.333
N -0.222 2.434 2.083 0.763 0.475 -0.759
C 0.020 2.230 3.456 0.094 0.076 0.915
C 0.502 3.303 4.201 -0.082 -0.042 0.071
C 0.789 3.143 5.543 0.034 0.022 0.030
C 0.587 1.921 6.164 0.020 -0.031 0.042
C 0.098 0.856 5.429 -0.015 -0.055 0.079
C -0.180 1.003 4.081 -0.046 0.055 -0.222
S 1.183 2.649 1.182 0.034 -0.255 -0.049
O 0.790 2.792 -0.190 -0.121 -0.236 0.038
O 1.969 3.682 1.779 0.067 -0.196 0.252
C 1.990 1.068 1.409 -0.206 0.662 -0.062
C 2.871 0.879 2.456 0.113 0.096 0.053
C 3.419 -0.379 2.653 -0.046 0.000 -0.028
C 3.071 -1.427 1.817 -0.080 -0.040 -0.107
C 2.156 -1.235 0.788 0.107 0.283 0.002
C 1.805 -2.345 -0.157 -0.221 0.053 0.298
O 2.632 -3.100 -0.625 0.266 -0.147 -0.095
N 0.482 -2.419 -0.427 -0.312 -0.070 0.026
C -0.036 -3.110 -1.585 -0.018 -0.125 -0.034
C -1.102 -2.230 -2.262 0.339 -0.046 0.002
C -1.452 -2.766 -3.620 -1.032 0.205 0.360
C -2.659 -2.868 -4.250 0.514 0.046 0.398
C -2.392 -3.384 -5.542 0.519 -0.109 -0.210
C -1.045 -3.553 -5.602 -0.699 -0.114 -0.562
O -0.468 -3.180 -4.448 0.450 -0.015 0.284
N -0.664 -0.839 -2.256 -0.054 0.089 -0.097
C 0.511 -0.510 -3.055 0.202 0.056 -0.081
C 0.445 1.009 -3.159 -0.012 -0.116 -0.014
C -1.048 1.248 -3.378 0.043 -0.062 0.062
C -1.713 0.136 -2.559 -0.342 0.144 0.168
C 1.614 0.030 0.583 0.054 -0.216 -0.079
H -2.706 1.749 3.030 -0.097 -0.014 0.082
H -2.798 3.115 1.917 -0.045 0.110 -0.012
H -3.413 1.531 1.422 -0.081 -0.058 -0.019
H -1.207 1.983 0.368 -0.147 -0.195 0.081
H -1.102 0.602 1.480 0.020 0.059 -0.056
H 0.662 4.246 3.707 -0.031 0.102 0.000
H 1.167 3.981 6.111 0.031 0.081 0.041
H 0.806 1.800 7.214 0.015 -0.005 0.092
H -0.063 -0.102 5.902 -0.016 -0.069 0.034
H -0.548 0.155 3.523 -0.038 -0.071 -0.091
H 3.127 1.719 3.083 0.082 0.059 0.131
H 4.121 -0.540 3.457 0.055 -0.007 0.071
H 3.505 -2.407 1.950 0.063 -0.089 -0.002
H -0.119 -1.693 -0.069 0.203 0.045 -0.007
H 0.799 -3.312 -2.261 -0.096 -0.017 0.065
H -0.484 -4.068 -1.297 0.075 0.055 -0.167
H -2.015 -2.257 -1.652 0.063 -0.082 -0.151
H -3.619 -2.621 -3.844 -0.156 0.073 0.173
H -3.105 -3.597 -6.311 -0.080 -0.080 -0.216
H -0.399 -3.915 -6.376 0.169 -0.040 -0.040
H 1.416 -0.863 -2.556 0.071 -0.046 -0.059
H 0.473 -0.959 -4.058 0.048 0.031 0.062
H 1.057 1.393 -3.972 0.059 0.030 -0.001
H 0.763 1.480 -2.229 0.063 -0.036 -0.016
H -1.297 1.134 -4.434 -0.013 0.025 -0.003
H -1.357 2.239 -3.053 -0.063 0.053 -0.052
H -2.107 0.520 -1.610 -0.134 0.020 -0.104
H -2.544 -0.316 -3.113 0.026 0.038 0.025
H 0.941 0.233 -0.236 -0.137 -0.101 -0.187
```
Positions in Å, forces in eV/Å.

Energy = -1833.45589 Eh
Relative energy (zero: lowest compared OMol25 entry of this formula, charge and spin) = 64.17 kcal/mol
Orbital gap = 0.3339 Ha
F_max = 0.0229 Eh/bohr
Net charge = 0
HOMO energy = -8.6 eV
E_LUMO = 0.01943 Eh

---

# 2
Below is a structure of composition C21H25B2F4N4O4PPd, with properties calculated with ωB97M-V/def2-TZVPD.

```
62
Properties=species:S:1:pos:R:3:forces:R:3
Pd 0.130 0.236 0.520 0.110 0.954 0.187
C -1.596 3.457 -1.617 -0.033 0.013 -0.021
C -1.277 2.251 -0.811 0.102 -0.034 -0.106
N -0.135 1.661 -0.822 0.142 -0.286 -0.083
O 0.908 2.087 -1.542 -0.116 0.125 -0.136
B 1.965 1.024 -1.712 -0.406 -0.439 0.082
F 2.817 1.345 -2.693 0.152 0.291 0.099
F 1.292 -0.208 -1.970 0.067 0.350 0.157
O 2.777 0.829 -0.416 0.175 -0.189 -0.011
N 2.095 0.221 0.548 0.074 0.009 -0.180
C 2.640 -0.213 1.633 0.032 0.050 -0.106
C 4.100 -0.146 1.910 -0.046 0.035 0.050
C 1.652 -0.800 2.596 -0.025 -0.039 0.066
N 0.438 -0.784 2.163 0.270 -0.179 -0.204
O -0.595 -1.280 2.848 -0.216 -0.240 0.023
B -1.843 -1.425 1.982 0.249 0.671 0.217
F -1.384 -2.039 0.718 0.087 0.155 -0.171
F -2.696 -2.233 2.616 -0.076 -0.069 0.031
O -2.489 -0.121 1.642 -0.165 -0.423 -0.053
N -1.787 0.593 0.748 0.138 -0.166 -0.188
C -2.276 1.585 0.096 -0.107 -0.025 0.020
C -3.687 2.035 0.195 -0.012 0.047 0.088
C 2.055 -1.346 3.919 -0.009 0.028 0.067
H -0.688 3.862 -2.054 -0.006 0.014 0.003
H -2.076 4.216 -1.000 0.009 -0.006 0.017
H -2.287 3.203 -2.424 -0.004 -0.020 0.010
H 4.618 0.275 1.053 0.019 0.003 0.014
H 4.500 -1.138 2.130 0.003 -0.004 -0.004
H 4.296 0.478 2.784 -0.004 0.016 -0.008
H -4.305 1.249 0.622 0.000 -0.010 -0.022
H -4.063 2.320 -0.787 -0.013 -0.013 0.000
H -3.763 2.910 0.845 0.041 0.011 -0.015
H 2.945 -1.970 3.838 -0.008 -0.003 -0.028
H 1.240 -1.910 4.367 -0.002 -0.001 -0.007
H 2.307 -0.526 4.597 -0.006 0.011 -0.016
C 0.641 -3.823 1.465 -0.029 0.436 0.069
P 0.494 -3.195 -0.223 0.323 -2.188 0.260
C -0.631 -4.228 -1.091 -0.246 0.927 0.031
C -1.914 -4.436 -0.536 -0.020 -0.133 0.010
C -2.754 -5.363 -1.110 0.020 -0.054 -0.082
C -2.350 -6.053 -2.252 0.065 0.061 0.044
C -1.089 -5.837 -2.811 -0.050 -0.078 -0.039
C -0.232 -4.912 -2.263 0.024 0.040 0.026
C 2.017 -2.970 -1.015 -0.702 0.629 0.005
C 3.233 -3.047 -0.295 0.124 0.093 0.096
C 4.412 -2.828 -0.959 0.001 -0.035 0.081
C 4.400 -2.454 -2.311 -0.147 -0.020 -0.033
C 3.208 -2.349 -3.023 0.105 -0.073 -0.034
C 2.015 -2.590 -2.382 0.009 -0.079 0.025
H 0.886 -4.883 1.378 0.054 -0.010 -0.138
H -0.309 -3.710 1.983 0.028 -0.069 -0.038
H 1.410 -3.295 2.020 0.013 -0.022 0.005
H -2.240 -3.866 0.322 -0.015 -0.150 -0.061
H -3.730 -5.543 -0.680 -0.010 0.017 -0.015
H -3.024 -6.763 -2.713 0.023 -0.032 0.012
H -0.773 -6.407 -3.674 -0.033 0.024 -0.024
H 0.748 -4.768 -2.690 0.009 -0.030 0.023
H 3.245 -3.334 0.748 -0.009 0.026 0.011
H 5.352 -2.942 -0.438 0.008 0.028 -0.016
H 5.337 -2.233 -2.808 0.007 -0.014 0.000
H 3.212 -2.048 -4.060 0.020 0.008 0.006
H 1.079 -2.469 -2.910 0.016 0.062 0.004
```
Positions in Å, forces in eV/Å.

Energy = -2253.21404 Eh
Relative energy (zero: lowest compared OMol25 entry of this formula, charge and spin) = 44.39 kcal/mol
Orbital gap = 0.1881 Ha
F_max = 0.0433 Eh/bohr
Net charge = +2
HOMO energy = -14.9 eV
E_LUMO = -0.35795 Eh

---

# 3
Below is an isolated molecule of C3H4N2O, with properties calculated with ωB97M-V/def2-TZVPD.

```
10
Properties=species:S:1:pos:R:3:forces:R:3
N 1.999 0.068 -0.337 -0.100 -0.294 0.109
C 0.682 -0.181 -0.106 -0.433 0.260 0.036
N -0.086 0.942 -0.083 -0.008 0.126 0.055
C -1.316 0.571 0.221 -0.146 0.161 0.252
C -1.727 -0.680 0.548 1.459 -0.161 -0.686
O 0.155 -1.325 0.092 -1.145 0.704 0.036
H 2.259 1.043 -0.397 -0.183 -0.336 0.046
H 2.734 -0.620 -0.329 -0.426 -0.115 0.051
H -2.103 1.317 0.342 0.082 0.172 -0.097
H -2.597 -1.136 0.048 0.900 -0.518 0.198
```
Positions in Å, forces in eV/Å.

Energy = -301.37577 Eh
Relative energy (zero: lowest compared OMol25 entry of this formula, charge and spin) = 69.95 kcal/mol
Orbital gap = 0.3270 Ha
F_max = 0.0315 Eh/bohr
Net charge = 0
HOMO energy = -8.8 eV
E_LUMO = 0.00375 Eh

---

# 4
Below is a cluster of 4 separate species, C4H17NO4 in total, with properties calculated with ωB97M-V/def2-TZVPD.

```
26
Properties=species:S:1:pos:R:3:forces:R:3
C 0.705 -5.390 0.618 1.310 -0.605 0.680
O -0.332 -4.601 0.209 -1.113 1.034 -2.488
C -0.167 -4.130 -1.192 0.379 0.435 2.076
C 0.962 -3.060 -1.233 -1.624 0.884 -0.570
C 0.481 -1.725 -0.614 -0.025 -1.048 0.526
N 1.240 -2.797 -2.654 0.164 -0.448 0.385
H 1.582 -4.829 0.942 0.271 0.369 -0.071
H 1.039 -6.035 -0.194 0.010 -0.524 0.123
H 0.419 -5.937 1.516 -0.267 -0.330 -0.248
H 0.088 -4.897 -1.923 0.205 -0.779 0.444
H -1.169 -3.816 -1.485 0.226 0.628 0.096
H 1.856 -3.474 -0.765 -0.104 0.037 0.416
H -0.531 -1.551 -0.979 0.075 0.196 -0.083
H 1.102 -0.856 -0.833 0.148 -0.221 -0.152
H 0.418 -1.848 0.467 -0.036 0.156 0.106
H 2.200 -2.482 -2.653 0.187 0.312 -0.526
H 1.272 -3.725 -3.053 0.193 -0.096 -0.713
O -4.372 6.639 -1.486 -0.155 -0.093 -0.168
H -3.960 7.490 -1.634 0.084 0.210 -0.065
H -4.035 6.353 -0.637 0.092 -0.132 0.259
O -1.501 4.974 1.858 -0.255 0.028 0.036
H -0.773 5.562 2.059 0.187 0.213 0.088
H -1.116 4.295 1.305 0.060 -0.204 -0.143
O 1.404 8.453 3.786 -0.084 -0.123 -0.202
H 1.997 9.197 3.891 0.155 0.196 -0.029
H 1.189 8.190 4.681 -0.085 -0.095 0.223
```
Positions in Å, forces in eV/Å.

Energy = -518.26084 Eh
Relative energy (zero: lowest compared OMol25 entry of this formula, charge and spin) = 27.55 kcal/mol
Orbital gap = 0.3828 Ha
F_max = 0.0567 Eh/bohr
Net charge = 0
HOMO energy = -9.7 eV
E_LUMO = 0.02656 Eh